Entry 1:
The following is a DFT calculation (the ωB97M-V functional and the def2-TZVPD basis) of C25H23AlBrI2N3O4PTe as an isolated structure.

Geometry (Å):
Al (0.1882, 0.6651, 0.5552)
Br (0.5817, -6.5051, -0.4372)
C (0.0260, -4.7467, -0.0887)
C (-1.3031, -4.5071, 0.2490)
C (-1.7235, -3.2146, 0.4956)
C (-0.8078, -2.1704, 0.4103)
C (0.5195, -2.4143, 0.0803)
C (0.9401, -3.7090, -0.1756)
N (-1.1679, -0.8060, 0.5969)
C (-2.3571, -0.3555, 0.6554)
C (-2.5404, 1.1104, 0.7451)
C (-3.7853, 1.7002, 0.7834)
C (-3.8565, 3.0911, 0.8210)
C (-2.6894, 3.8292, 0.8160)
C (-1.4710, 3.1641, 0.7771)
N (-1.4029, 1.8370, 0.7502)
H (-2.0009, -5.3296, 0.3131)
H (-2.7599, -3.0468, 0.7561)
H (1.2391, -1.6081, -0.0366)
H (1.9661, -3.9001, -0.4562)
H (-3.2404, -0.9849, 0.6005)
H (-4.6777, 1.0902, 0.7713)
H (-4.8182, 3.5851, 0.8460)
H (-2.7049, 4.9091, 0.8344)
H (-0.5319, 3.7020, 0.7615)
I (5.1253, 1.3721, 0.7229)
C (3.7900, 1.0339, 2.2592)
C (4.2400, 0.9664, 3.6039)
C (3.3876, 0.7400, 4.6470)
I (4.1449, 0.6601, 6.5808)
C (1.9967, 0.5612, 4.3970)
C (0.9972, 0.3199, 5.3579)
C (-0.3094, 0.1653, 4.9662)
C (-0.6309, 0.2479, 3.6079)
N (0.2742, 0.4736, 2.6766)
C (1.5718, 0.6303, 3.0598)
C (2.4601, 0.8712, 1.9818)
O (1.9145, 0.9091, 0.7724)
H (5.2963, 1.1001, 3.7933)
H (1.2679, 0.2569, 6.4038)
H (-1.0911, -0.0221, 5.6875)
H (-1.6572, 0.1218, 3.2818)
C (-0.8676, -2.8619, -3.5867)
C (-0.5828, -1.5163, -4.2090)
O (-0.6497, -0.4972, -3.1850)
P (0.6123, 0.2960, -2.6085)
O (0.1226, 0.5997, -1.1775)
Te (2.6267, -0.8178, -2.7848)
O (0.5485, 1.7427, -3.2681)
C (0.9203, 1.9351, -4.6515)
C (1.1221, 3.4119, -4.8771)
H (-0.8731, -3.6382, -4.3531)
H (-1.8405, -2.8615, -3.0924)
H (-0.0937, -3.1056, -2.8570)
H (-1.3298, -1.2411, -4.9529)
H (0.4049, -1.5007, -4.6714)
H (0.1183, 1.5388, -5.2788)
H (1.8354, 1.3723, -4.8492)
H (0.2186, 3.9707, -4.6340)
H (1.3657, 3.5968, -5.9237)
H (1.9420, 3.7831, -4.2634)

Its energy relative to the best compared isomer or geometry (same formula, charge and spin) is 74.1 kJ/mol. The calculation puts the HOMO-LUMO gap at 4.9770 eV. Its charge is +1. For the total energy, the calculation gives -148383.9344 eV. The HOMO energy comes out at -9.56 eV.

Atom charges from the natural (NBO) analysis, given in e for atoms 1 to 5: 2.02, 0.12, -0.07, -0.22, -0.21

***

Entry 2:
The following is a DFT calculation (the ωB97M-V functional and the def2-TZVPD basis) of C25H23Br42O3P as an isolated structure in a non-equilibrium geometry.

Geometry (Å):
C (-0.6527, -3.0139, 2.8698)
C (0.8337, -2.9732, 2.3151)
C (1.5776, -4.2911, 1.8714)
C (3.0214, -4.3445, 1.3290)
C (3.8418, -2.9997, 1.2312)
C (3.1117, -1.7046, 1.6522)
C (1.6189, -1.6559, 2.1789)
C (1.0134, -0.2080, 2.5331)
O (0.2364, -0.0050, 3.5054)
C (1.5279, 0.9756, 1.5633)
P (0.4499, 2.3946, 0.9539)
O (-0.9028, 1.8705, 0.3807)
C (2.8866, 0.9393, 1.1004)
C (3.8566, -0.2768, 1.5394)
O (5.1124, -0.1136, 1.8242)
H (-1.1161, -1.9926, 3.0632)
H (-1.2651, -3.6443, 2.1434)
H (-0.6157, -3.5974, 3.8648)
H (1.0143, -5.2958, 1.9229)
H (3.5380, -5.3008, 0.9911)
H (4.9180, -2.9047, 0.8774)
H (0.2539, 3.3599, 2.0036)
H (1.0669, 3.1245, -0.1458)
H (3.3000, 1.7355, 0.3844)
C (6.1961, 1.2003, 5.3027)
Br (4.4954, 2.0859, 5.0067)
Br (7.2625, 2.1145, 6.6405)
Br (5.9644, -0.6779, 5.7248)
H (6.7486, 1.2506, 4.3657)
C (3.6883, -5.1572, -2.7505)
Br (2.3189, -3.9851, -3.4641)
Br (4.2402, -4.6137, -0.9699)
Br (3.1433, -7.0184, -2.7987)
H (4.5586, -5.0628, -3.3989)
C (-2.7839, -0.6421, 5.7783)
Br (-3.2078, 0.2290, 7.4586)
Br (-2.2302, -2.4807, 6.0339)
Br (-4.2382, -0.4875, 4.5013)
H (-1.9301, -0.1155, 5.3526)
C (2.5725, -3.9437, 6.1161)
Br (4.2323, -3.8381, 7.1150)
Br (1.1248, -3.0165, 7.0160)
Br (2.8009, -3.3183, 4.2926)
H (2.2955, -4.9957, 6.0670)
C (-4.8841, -5.4116, 2.8474)
Br (-4.9570, -3.5653, 3.4479)
Br (-6.3731, -5.8457, 1.6819)
Br (-3.1835, -5.8514, 2.0252)
H (-4.9796, -6.0385, 3.7327)
C (-6.1239, -0.2344, 0.4517)
Br (-4.2598, 0.2348, 0.7099)
Br (-6.3334, -1.6801, -0.8242)
Br (-7.0097, -0.6350, 2.1311)
H (-6.6165, 0.6405, 0.0301)
C (-4.0739, -5.1083, -1.7049)
Br (-3.7072, -6.9925, -1.9846)
Br (-2.5277, -4.0058, -2.0989)
Br (-5.6444, -4.5251, -2.6847)
H (-4.2942, -4.9807, -0.6454)
C (-8.1098, -0.8668, -4.2113)
Br (-7.7452, -2.7507, -4.4951)
Br (-6.5620, 0.2333, -4.6050)
Br (-9.6792, -0.2814, -5.1894)
H (-8.3289, -0.7412, -3.1519)
C (-10.0547, 0.7535, 4.3773)
Br (-10.4731, 1.6368, 6.0525)
Br (-9.5449, -1.0984, 4.6470)
Br (-11.4972, 0.9235, 3.0920)
H (-9.1899, 1.2635, 3.9552)
C (2.1709, 3.9670, -3.4199)
Br (2.5878, 2.9048, -1.8504)
Br (2.1025, 5.8607, -3.0112)
Br (3.3814, 3.5891, -4.8882)
H (1.1735, 3.6748, -3.7457)
C (-1.4976, 8.3679, -3.8817)
Br (-3.1849, 9.2769, -4.1776)
Br (-0.4472, 9.2320, -2.4974)
Br (-1.7507, 6.4786, -3.5219)
H (-0.9286, 8.4427, -4.8073)
C (3.4570, 7.9421, -5.9961)
Br (5.0998, 8.0304, -4.9703)
Br (1.9945, 8.8408, -5.0932)
Br (3.7003, 8.5961, -7.8050)
H (3.1850, 6.8895, -6.0722)
C (5.6880, 5.7701, -9.6305)
Br (7.5237, 6.3091, -9.3139)
Br (5.5645, 4.3909, -10.9883)
Br (4.7985, 5.2464, -7.9889)
H (5.1610, 6.6429, -10.0135)
C (6.2042, -0.5661, -1.8722)
Br (4.9074, 0.1159, -3.1458)
Br (5.6620, -0.2102, -0.0227)
Br (6.5861, -2.4450, -2.1689)
H (7.1350, -0.0248, -2.0466)

The calculation puts the HOMO-LUMO gap at 6.6301 eV. For the total energy, the calculation gives -2983499.0019 eV. The HOMO energy comes out at -8.92 eV.

Atom charges from the Mulliken analysis, given in e for atoms 1 to 5: -0.72, 1.05, -0.53, -0.65, -0.84

***

Entry 3:
The following is a DFT calculation (the ωB97M-V functional and the def2-TZVPD basis) of C25H23Cl5N3SV as an isolated structure.

Geometry (Å):
V (-0.4359, 0.4146, 0.1549)
C (-1.2719, 4.9511, 1.8244)
C (-0.4126, 3.6845, 1.7461)
C (0.9415, 3.9848, 1.1067)
C (-1.1877, 2.6120, 1.0146)
C (-1.7185, 1.5028, 1.6844)
C (-2.5368, 0.5698, 1.0163)
C (-2.8705, 0.7424, -0.3417)
C (-3.8407, -0.1879, -1.0014)
C (-2.2282, 1.7595, -1.0320)
C (-1.3827, 2.6711, -0.3670)
H (-0.7897, 5.6931, 2.4602)
H (-2.2611, 4.7435, 2.2339)
H (-1.4015, 5.3937, 0.8345)
H (-0.2525, 3.3200, 2.7645)
H (0.8244, 4.3237, 0.0749)
H (1.5980, 3.1131, 1.1038)
H (1.4394, 4.7885, 1.6488)
H (-1.5125, 1.3620, 2.7381)
H (-2.9505, -0.2627, 1.5674)
H (-3.6659, -1.2152, -0.6837)
H (-3.7669, -0.1373, -2.0859)
H (-4.8565, 0.0851, -0.7090)
H (-2.4001, 1.8694, -2.0952)
H (-0.9385, 3.4831, -0.9287)
C (2.3467, -2.2221, 3.3295)
N (2.3806, -2.1653, 1.8734)
C (2.7700, -3.2023, 1.0445)
C (2.6977, -2.7535, -0.2197)
N (2.2566, -1.4373, -0.1602)
C (2.0443, -1.0943, 1.1422)
S (1.4004, 0.3525, 1.8031)
C (2.2329, -0.5585, -1.2742)
C (3.2027, -0.6759, -2.2590)
C (3.1504, 0.2013, -3.3292)
C (2.1751, 1.1865, -3.3548)
C (1.2779, 1.2399, -2.3081)
N (1.2750, 0.3565, -1.3072)
H (2.5969, -3.2351, 3.6298)
H (1.3501, -1.9678, 3.6778)
H (3.0723, -1.5231, 3.7396)
H (3.0424, -4.1626, 1.4427)
H (2.8733, -3.2484, -1.1570)
H (3.9839, -1.4167, -2.1754)
H (3.8833, 0.1246, -4.1206)
H (2.1107, 1.9059, -4.1576)
H (0.5016, 1.9926, -2.2779)
Cl (-1.0721, -2.1582, 2.2611)
C (-1.1125, -2.6771, 0.5790)
C (-0.8870, -1.7187, -0.4006)
C (-1.0846, -2.1861, -1.6945)
Cl (-0.9731, -1.0657, -3.0440)
C (-1.4090, -3.5033, -2.0164)
Cl (-1.6361, -4.0137, -3.6406)
C (-1.5598, -4.4309, -0.9833)
Cl (-1.9388, -6.0652, -1.3328)
C (-1.4236, -4.0118, 0.3396)
Cl (-1.6504, -5.1306, 1.6221)

Its energy relative to the best compared isomer or geometry (same formula, charge and spin) is 0.0 kJ/mol. As for the spin multiplicity: 2. The calculation puts the HOMO-LUMO gap (alpha / beta) at 7.6940 / 7.0559 eV. Its charge is +1. For the total energy, the calculation gives -129899.4584 eV. The HOMO energy (alpha / beta) comes out at -10.67 / -9.94 eV.

Atom charges from the natural (NBO) analysis, given in e for atoms 1 to 5: 0.99, -0.59, -0.24, -0.60, 0.01

***

Entry 4:
The following is a DFT calculation (the ωB97M-V functional and the def2-TZVPD basis) of C25H23ClFeN3O4 as an isolated structure.

Geometry (Å):
Fe (-0.5876, -0.0558, 0.0744)
C (-1.8965, 3.9080, -0.9719)
C (-0.8752, 2.8391, -0.6949)
O (-1.1778, 1.6613, -0.9357)
C (0.3970, 3.2601, -0.1629)
C (1.4484, 2.4308, 0.1388)
C (2.7710, 2.9789, 0.5758)
N (1.2818, 1.0896, 0.0081)
N (2.3830, 0.3719, 0.0997)
C (2.0873, -0.9360, -0.1549)
O (0.9375, -1.3698, -0.4107)
C (3.2368, -1.8700, -0.1696)
C (4.3844, -1.6083, 0.5739)
C (5.4493, -2.4941, 0.5331)
C (5.3788, -3.6319, -0.2610)
C (4.2344, -3.8937, -1.0029)
C (3.1605, -3.0198, -0.9483)
H (-2.7469, 3.4743, -1.4919)
H (-1.4678, 4.7186, -1.5628)
H (-2.2328, 4.3289, -0.0215)
H (0.5400, 4.3243, -0.0305)
H (2.6948, 4.0456, 0.7748)
H (3.5210, 2.8078, -0.1976)
H (3.1165, 2.4578, 1.4678)
H (4.4271, -0.7128, 1.1787)
H (6.3365, -2.2992, 1.1215)
H (6.2184, -4.3141, -0.3026)
H (4.1787, -4.7827, -1.6178)
H (2.2560, -3.2155, -1.5091)
N (-2.3904, -1.1636, -0.4971)
C (-2.6612, -0.9624, -1.8854)
C (-1.8125, -1.5230, -2.8320)
C (-2.0378, -1.2937, -4.1800)
C (-3.0988, -0.4972, -4.5894)
C (-3.9349, 0.0681, -3.6371)
C (-3.7231, -0.1665, -2.2865)
H (-3.0836, -0.7684, 0.1261)
H (-2.2036, -2.1324, -0.2704)
H (-0.9701, -2.1231, -2.5044)
H (-1.3762, -1.7351, -4.9142)
H (-3.2734, -0.3196, -5.6420)
H (-4.7656, 0.6897, -3.9458)
H (-4.3757, 0.2749, -1.5422)
Cl (-3.1355, -0.1357, 8.2116)
C (-2.6312, -0.0601, 6.5470)
C (-1.6034, -0.8812, 6.1132)
C (-1.1913, -0.7996, 4.7924)
C (-1.8135, 0.0796, 3.9152)
C (-2.8568, 0.8798, 4.3642)
C (-3.2652, 0.8222, 5.6869)
C (-1.3722, 0.1482, 2.4865)
O (-2.1636, 0.5779, 1.6080)
O (-0.2129, -0.2500, 2.1867)
H (-1.1368, -1.5706, 6.8033)
H (-0.3791, -1.4149, 4.4285)
H (-3.3447, 1.5449, 3.6639)
H (-4.0690, 1.4465, 6.0523)

As for the spin multiplicity: 6. The calculation puts the HOMO-LUMO gap (alpha / beta) at 7.8362 / 6.6304 eV. For the total energy, the calculation gives -85870.2709 eV. The HOMO energy (alpha / beta) comes out at -7.42 / -8.04 eV.

Atom charges from the natural (NBO) analysis, given in e for atoms 1 to 5: 1.57, -0.70, 0.56, -0.69, -0.38